A cluster of 12 separate species, C36H92ClFNO16PS in total. Source: OMol25; level of theory: ωB97M-V/def2-TZVPD.

Output
highest occupied orbital energy: -7.92 eV
HOMO-LUMO gap: 7.841 eV
max |F|: 0.19246 hartree/bohr
energy above the lowest of the compared OMol25 structures with the same formula, charge and spin: 9.6530 eV
SMILES: CCP(C)[C@]1(CC(=O)F)[C@H](CCCCOC)[C@H](Cl)S(=O)(=O)O[C@@H]1N.CCO.CCO.CCO.CCO.CCO.CCO.CCO.CCO.CCO.CCO.CCO

Last column: Mulliken charge in e.
Cartesian coordinates (Å):
C: 1.487929 -1.970033 -3.422516  -0.212
C: 3.066135 -2.211106 -3.075322  -0.498
P: 3.476721 -2.151608 -1.177710  -0.268
C: 1.861541 -2.890224 -0.383067  -0.632
C: 3.814272 -0.376540 -0.577377  1.268
C: 5.383946 0.053781 -0.972339  0.008
C: 6.016820 -0.807665 -2.207005  0.042
O: 6.024298 -0.253562 -3.451596  -0.492
F: 6.622216 -2.169400 -2.115321  -0.264
C: 2.889255 0.787687 -1.339638  -1.258
N: 3.296265 1.013443 -2.788762  -0.316
O: 1.443495 0.604265 -1.148227  -0.108
S: 1.164840 1.063467 0.468633  1.113
O: 1.118610 2.609077 0.626776  -0.650
O: -0.293876 0.564140 0.809042  -0.591
C: 2.330110 0.208374 1.694640  -0.354
Cl: 1.344595 -1.118111 2.506540  -0.068
C: 3.784383 -0.198740 1.088183  0.103
C: 4.601495 -1.382914 1.862826  -0.637
C: 5.814546 -0.683667 2.778650  -0.796
C: 5.258900 0.380835 3.893399  0.188
C: 5.720463 1.929191 3.461950  -0.560
O: 4.501356 2.798862 3.377858  -0.361
C: 4.771972 3.942100 2.446884  -0.434
H: 1.002471 -2.952914 -3.841684  0.299
H: 0.844499 -1.495379 -2.570322  -0.090
H: 1.457782 -1.189221 -4.325241  0.042
H: 3.334606 -3.311469 -3.451964  0.423
H: 3.724240 -1.460515 -3.687746  0.254
H: 2.161467 -3.324080 0.679136  0.410
H: 1.422900 -3.791064 -0.998595  0.220
H: 1.055399 -2.051968 -0.167180  0.031
H: 6.123066 -0.059706 -0.058437  0.147
H: 5.456645 1.203393 -1.286368  0.338
H: 3.170139 1.799726 -0.771779  0.228
H: 2.482795 1.396196 -3.336493  0.253
H: 3.992628 1.810406 -2.783861  0.331
H: 2.533128 1.034092 2.534050  0.472
H: 4.460164 0.777726 1.246739  -0.256
H: 3.993888 -2.041900 2.603419  0.423
H: 5.181799 -2.134152 1.144104  0.284
H: 6.333697 -1.568448 3.369614  0.376
H: 6.637322 -0.189067 2.073531  0.185
H: 4.112047 0.305093 4.126098  0.191
H: 5.852588 0.163067 4.905993  -0.040
H: 6.264292 1.946325 2.404605  0.313
H: 6.476155 2.407552 4.220647  0.319
H: 5.896188 4.278206 2.532346  0.274
H: 4.089040 4.878138 2.727018  0.242
H: 4.532141 3.590449 1.352383  0.070
C: -2.032837 1.642954 4.990402  -0.994
C: -2.072713 0.173648 4.624451  -0.004
O: -2.391624 0.024957 3.248737  -0.472
H: -2.998249 2.116927 4.785044  0.268
H: -1.792656 1.774662 6.049116  0.303
H: -1.284684 2.171394 4.390557  0.333
H: -2.836498 -0.346268 5.210207  0.150
H: -1.106933 -0.304550 4.814687  0.164
H: -1.702840 0.482872 2.736970  0.267
C: -1.780725 -2.196277 -6.879027  -1.203
C: -0.831538 -1.524375 -5.908480  0.493
O: 0.505383 -1.654330 -6.369085  -0.515
H: -1.532455 -3.257105 -6.987881  0.318
H: -2.815431 -2.108954 -6.536000  0.341
H: -1.699809 -1.746603 -7.874036  0.221
H: -0.899532 -1.990979 -4.921339  -0.003
H: -1.065109 -0.460349 -5.804134  0.039
H: 0.557170 -1.229423 -7.242462  0.228
C: -4.134004 -0.457764 8.472083  -1.092
C: -2.731337 -1.027566 8.519220  0.200
O: -2.434242 -1.476799 9.833117  -0.501
H: -4.234680 0.375337 9.175398  0.296
H: -4.377001 -0.102727 7.466692  0.306
H: -4.869297 -1.213689 8.766560  0.358
H: -1.998106 -0.263141 8.245696  -0.047
H: -2.626319 -1.869546 7.828109  0.221
H: -3.085777 -2.161313 10.063242  0.298
C: -1.812100 -3.577552 -1.272442  -0.578
C: -2.068427 -4.612268 -2.348558  -0.461
O: -0.912896 -4.764994 -3.159623  -0.488
H: -1.549144 -2.613661 -1.720340  -0.016
H: -2.695102 -3.444660 -0.641128  0.384
H: -0.968766 -3.875953 -0.641141  0.287
H: -2.897370 -4.299874 -2.990472  0.257
H: -2.319260 -5.582335 -1.908505  0.333
H: -0.184695 -5.050733 -2.581616  0.293
C: 1.298451 -0.971886 10.853438  -1.008
C: 1.432792 0.396535 10.218028  0.058
O: 0.548178 0.507001 9.112743  -0.463
H: 1.522678 -1.757997 10.125018  0.252
H: 1.977285 -1.074842 11.704610  0.348
H: 0.272828 -1.140069 11.197833  0.296
H: 2.453229 0.551926 9.855605  -0.014
H: 1.197475 1.187707 10.936545  0.275
H: -0.355911 0.375888 9.446582  0.234
C: -3.708150 1.609473 -3.819827  -0.745
C: -4.202637 0.180037 -3.738812  -0.179
O: -3.230030 -0.634171 -3.100451  -0.269
H: -2.766369 1.659847 -4.376020  0.017
H: -4.444752 2.249427 -4.313574  0.411
H: -3.508907 2.007723 -2.819579  0.306
H: -4.379478 -0.221353 -4.741011  0.258
H: -5.137343 0.119562 -3.172895  -0.060
H: -3.086400 -0.274409 -2.208287  0.215
C: -8.721634 1.143699 -6.005522  -1.090
C: -7.772446 1.815600 -5.034975  -0.056
O: -6.435525 1.685646 -5.495580  -0.405
H: -8.473362 0.082871 -6.114376  0.272
H: -9.756340 1.231022 -5.662495  0.341
H: -8.640718 1.593373 -7.000530  0.342
H: -7.840440 1.348996 -4.047835  0.129
H: -8.006017 2.879626 -4.930628  0.258
H: -6.383739 2.110553 -6.368957  0.230
C: 5.692180 1.787608 8.898926  -1.072
C: 5.435852 0.752891 7.822810  -0.107
O: 6.591383 0.600166 7.011746  -0.530
H: 5.955135 2.751497 8.451027  0.297
H: 4.809178 1.920499 9.530240  0.279
H: 6.535514 1.489206 9.530227  0.325
H: 4.606910 1.065286 7.180896  0.286
H: 5.185019 -0.217176 8.262864  0.248
H: 7.319584 0.314426 7.589752  0.285
C: 1.513805 -0.052765 -10.260086  -1.007
C: 0.290381 -0.892278 -10.564758  -0.241
O: -0.851334 -0.333118 -9.932121  -0.475
H: 1.683713 0.001747 -9.179807  0.251
H: 2.403664 -0.473074 -10.736949  0.305
H: 1.376374 0.974533 -10.613028  0.342
H: 0.422866 -1.911871 -10.191038  0.280
H: 0.106168 -0.940871 -11.642393  0.324
H: -0.965230 0.569125 -10.277085  0.271
C: -6.195292 -1.689967 -0.522401  -0.910
C: -7.511765 -0.941390 -0.552431  -0.263
O: -8.558042 -1.815926 -0.948526  -0.532
H: -5.968566 -2.109280 -1.508107  0.249
H: -5.377438 -1.028535 -0.223179  0.233
H: -6.243441 -2.530391 0.177718  0.468
H: -7.466733 -0.116126 -1.269162  0.183
H: -7.751967 -0.530130 0.432840  0.267
H: -8.595262 -2.540707 -0.300973  0.309
C: -0.993198 4.401981 -3.806966  -0.747
C: -1.407244 4.572716 -5.253957  -0.281
O: -2.739656 5.058836 -5.323035  -0.507
H: -1.664274 3.704975 -3.294441  0.145
H: 0.030343 4.023441 -3.736399  0.189
H: -1.054556 5.355007 -3.271453  0.401
H: -1.365696 3.614292 -5.779775  0.208
H: -0.748850 5.278315 -5.769944  0.339
H: -2.764008 5.914166 -4.860614  0.293

Cartesian forces, eV/Å:
0.039 0.900 -1.396
-0.697 -0.123 -0.837
-0.069 -1.792 -0.612
-0.578 0.480 1.439
-0.238 1.704 -0.424
0.951 -0.571 0.200
0.426 2.472 -7.792
0.245 -4.217 8.950
-1.867 4.218 0.424
2.382 1.957 1.058
-1.050 0.974 1.038
1.687 0.280 2.412
-8.208 3.499 1.150
1.965 -5.231 -0.877
5.739 0.869 -1.716
1.546 0.398 1.266
1.153 1.141 -0.725
0.794 0.667 -0.938
1.797 -0.003 0.778
-0.471 -0.895 0.250
1.774 0.739 0.394
-0.463 -0.049 -0.234
2.055 0.535 -1.305
-0.091 0.293 0.172
0.809 1.970 1.055
1.291 -1.146 -1.429
-0.052 -1.811 1.992
-0.325 2.382 1.136
-1.199 -1.482 1.412
-0.524 0.906 -2.237
0.998 2.070 0.930
1.339 -1.980 -0.690
-1.690 -0.070 -1.754
-0.200 -2.758 0.451
-0.642 -1.871 -0.860
0.855 -0.688 0.925
-1.073 -1.366 -0.036
-0.725 -1.608 -2.026
-1.734 -1.906 -0.229
0.677 1.385 -1.542
-1.651 1.750 1.146
-0.968 1.787 -1.368
-1.806 -1.002 1.555
2.191 0.232 -0.685
-1.516 0.446 -2.199
-1.166 -0.254 2.049
-1.485 -0.991 -1.234
-2.164 -0.654 -0.199
1.386 -2.324 -0.526
0.507 0.758 1.978
-0.055 0.169 0.207
0.147 0.281 -0.371
0.039 -0.044 -0.132
0.083 -0.129 0.063
0.037 0.078 -0.054
0.024 -0.081 0.116
0.027 -0.037 -0.203
0.027 -0.010 0.245
-0.247 -0.280 0.030
-0.173 -0.114 -0.108
-0.240 -0.045 -0.244
0.463 0.174 -0.444
-0.038 0.106 0.157
0.046 -0.020 -0.055
-0.081 0.083 0.100
0.169 0.101 -0.139
-0.192 0.001 0.127
-0.108 -0.238 0.415
-0.121 0.206 -0.089
-0.397 -0.150 0.025
0.062 -0.260 0.353
0.081 -0.068 -0.139
-0.062 -0.032 0.085
0.051 0.006 -0.138
-0.006 -0.174 0.094
0.037 0.145 -0.188
0.389 0.385 -0.083
-0.108 0.194 0.096
0.178 0.106 0.279
0.411 -0.213 -0.142
-0.127 -0.126 -0.011
0.099 0.032 0.019
-0.140 -0.058 0.050
0.242 -0.065 -0.058
-0.200 0.021 0.067
-0.402 0.157 -0.338
0.093 -0.198 0.141
-0.338 -0.216 0.120
-0.319 0.152 -0.198
0.039 0.147 0.076
-0.065 -0.040 -0.022
0.103 0.067 0.025
-0.197 0.059 -0.128
0.188 -0.005 0.124
0.485 -0.012 -0.106
-0.081 0.289 -0.168
0.143 0.315 0.132
0.231 -0.310 0.398
-0.108 -0.079 0.001
0.155 -0.067 0.114
-0.082 -0.023 0.004
0.073 -0.063 0.219
-0.170 0.083 -0.157
-0.017 -0.196 -0.456
-0.204 -0.165 -0.005
-0.084 0.032 -0.354
0.237 0.120 -0.268
-0.043 0.140 0.114
0.050 -0.018 -0.098
-0.080 0.063 0.098
0.197 0.054 -0.132
-0.174 -0.018 0.126
0.012 -0.231 0.469
-0.084 0.195 0.097
0.119 0.063 0.307
0.471 -0.195 -0.088
-0.126 -0.136 0.014
0.109 0.021 0.006
-0.129 -0.050 0.033
0.215 -0.092 -0.063
-0.200 0.044 0.054
-0.369 0.161 -0.346
0.224 -0.029 0.029
0.099 0.316 -0.083
-0.305 0.264 0.062
0.016 -0.081 -0.128
-0.029 0.103 0.057
0.048 -0.099 -0.074
-0.203 0.145 0.017
0.162 -0.143 -0.040
0.026 -0.491 0.216
0.245 0.035 -0.104
0.137 -0.331 0.192
-0.338 -0.266 0.073
-0.021 0.150 0.084
0.000 -0.116 0.023
0.035 0.138 0.060
-0.176 -0.164 0.029
0.146 0.178 -0.002
0.016 0.398 -0.382
0.083 -0.165 0.161
-0.012 0.215 0.310
-0.271 0.313 -0.044
0.134 0.043 -0.142
-0.050 0.054 0.080
0.125 -0.032 -0.072
-0.187 0.166 -0.001
0.186 -0.123 -0.035
-0.010 -0.487 -0.249